32
Properties=species:S:1:pos:R:3 method="wB97M-V/def2-TZVPD" spin_multiplicity=6 e_above_lowest_kcal_mol=0.8 energy_ev=-42068.6926 lumo_energy_ev="-12.679 / -15.767" orbital_gap_ha="0.3182 / 0.2039" total_charge=+3
Pt -0.47486 0.68851 0.66427
C 0.16877 -2.75247 -2.47374
C 0.46124 -1.79156 -1.38772
N -0.50449 -1.03720 -0.90652
O -1.65576 -1.13169 -1.53999
C 1.82144 -1.72874 -0.84444
C 2.85584 -2.70201 -1.17956
N 2.13660 -0.71152 -0.02273
O 3.14867 -0.45671 0.51970
H -0.71857 -2.45700 -3.02806
H -0.04026 -3.74958 -2.06309
H 1.01009 -2.85315 -3.15944
H -2.41564 -1.05986 -0.92900
H 2.46789 -3.57069 -1.70350
H 3.42610 -3.00742 -0.29000
H 3.64910 -2.24713 -1.80191
C -1.42976 5.56408 -1.72232
C -2.30697 4.37568 -1.32278
C -1.65774 3.21042 -0.83654
N -1.13696 2.25429 -0.43823
H -2.05248 6.33434 -2.16834
H -0.62619 5.28869 -2.40521
H -0.92188 6.02068 -0.87032
H -2.94476 4.07856 -2.17149
H -3.03546 4.68170 -0.55439
F -0.14106 -1.21080 1.78837
Sb -0.20664 -0.43536 3.75980
F 1.48962 -1.18253 3.83637
F 0.73919 0.96880 2.41196
F -0.26691 0.92229 4.99431
F -1.64491 0.47516 2.61163
F -1.36053 -1.80436 4.18188


44
Properties=species:S:1:pos:R:3 method="wB97M-V/def2-TZVPD" spin_multiplicity=1 energy_ev=-45365.8940 lumo_energy_ev=0.443 orbital_gap_ha=0.3395 total_charge=0
F 1.50788 -1.04780 -4.15592
F 4.32013 -0.48293 -3.93659
F 4.12823 -2.69865 -4.27645
F 5.47186 -1.79751 -2.67009
F 0.46004 5.15297 2.11542
F -1.18854 5.25174 0.53259
F -1.25816 6.53440 2.34485
N -0.39629 2.31514 3.52832
N -2.22764 2.18981 0.42879
N -1.75112 -0.06668 -0.16469
C -0.24841 1.06999 3.09539
C -2.29646 1.12854 -0.39998
C -1.50026 2.06357 1.50234
C -1.05007 -0.18736 0.94429
C 3.34681 -2.20106 -1.07823
C 2.25650 -2.36107 -0.19304
C 0.80916 -1.62712 -1.97852
C 1.83700 -1.50942 -2.89316
C -0.92027 0.86352 1.82167
C 3.12253 -1.79993 -2.41464
C 0.99049 -2.09894 -0.64942
N -1.13457 2.91976 2.56799
N -0.43710 -1.37440 1.27440
C -3.04839 1.35428 -1.65988
C 4.29494 -1.71621 -3.35032
C -0.85864 5.31197 1.86015
C -1.67329 4.26944 2.67117
C -0.33270 -3.89771 0.70620
C -1.33688 -3.31343 -0.31293
C -0.18183 -2.40629 0.25435
H 0.34346 0.33753 3.64519
H 4.33038 -2.38512 -0.66772
H 2.39790 -2.72206 0.78887
H -0.17427 -1.42428 -2.35516
H 0.29116 -1.31104 1.96498
H -2.35841 1.88373 -2.32006
H -3.40123 0.42227 -2.07656
H -3.89457 2.02650 -1.42878
H -2.75606 4.29862 2.37350
H -1.65915 4.59620 3.70606
H -0.70934 -4.08904 1.71408
H 0.47031 -4.58621 0.38130
H -1.22399 -3.65990 -1.33243
H -2.36112 -3.22582 0.09266


20
Properties=species:S:1:pos:R:3 method="wB97M-V/def2-TZVPD" spin_multiplicity=2 e_above_lowest_kcal_mol=21.9 energy_ev=-9912.1703 lumo_energy_ev="-7.308 / -15.603" orbital_gap_ha="0.4887 / 0.1589" total_charge=+2
C -0.95644 2.50539 -0.55233
N -0.27579 1.13122 -0.34745
C -0.56863 0.57741 0.98394
H -0.41083 3.08361 -1.29237
H -1.99035 2.29594 -0.75194
H -0.84336 3.02163 0.40007
H 0.72760 1.22076 -0.49672
H -0.59544 0.52995 -1.13353
H -0.46836 -0.52084 0.97462
H -1.47374 0.97549 1.42890
H 0.24286 0.88024 1.64286
H 2.96022 -1.34396 -0.28845
H 2.83036 -0.64518 1.07310
O 2.39878 -0.74040 0.21537
H 0.66240 -2.58615 0.82896
H -0.70220 -3.05036 1.44014
O -0.30838 -2.47266 0.75527
H 0.00828 -1.89134 -0.97444
H -1.03358 -1.63870 -2.16473
O -0.20340 -1.33206 -1.74127


9
Properties=species:S:1:pos:R:3 method="wB97M-V/def2-TZVPD" spin_multiplicity=5 energy_ev=-43492.1568 lumo_energy_ev="-11.733 / -12.410" orbital_gap_ha="0.3150 / 0.2905" total_charge=+2
H -0.39151 0.43721 -1.51737
O 1.56881 1.14594 0.72530
C 0.90032 1.36794 -0.24832
C -0.48757 0.85194 -0.47843
O -0.83394 -0.05927 0.50238
Li 0.62003 -0.21546 1.77484
Fe -2.41698 -0.86917 0.61741
F 1.41307 2.06015 -1.24984
H -1.16795 1.71935 -0.55070


13
Properties=species:S:1:pos:R:3 method="wB97M-V/def2-TZVPD" spin_multiplicity=1 e_above_lowest_kcal_mol=56.5 energy_ev=-21776.9885 lumo_energy_ev=-0.421 orbital_gap_ha=0.3520 total_charge=0
C -1.46150 -0.89225 -0.32008
C 0.29818 1.33381 0.42081
C 0.00109 -1.02923 -0.05677
C 0.77378 0.18800 -0.35960
N -0.38415 2.26546 -0.06582
N 0.49694 -2.10756 0.32271
O -2.18819 0.03190 -0.52268
Cl 2.51913 -0.02868 -0.33451
H -1.94465 -1.99131 -0.15765
H 0.59495 1.22571 1.48798
H 0.43958 0.18819 -1.41612
H -0.67694 2.95967 0.54387
H 1.53180 -2.14370 0.45787


114
Properties=species:S:1:pos:R:3 method="wB97M-V/def2-TZVPD" spin_multiplicity=2 e_above_lowest_kcal_mol=0.0 energy_ev=-138257.2673 lumo_energy_ev="-1.984 / -4.750" orbital_gap_ha="0.3037 / 0.2030" total_charge=+1
Pt -0.02674 0.00927 -1.37388
C 4.92306 -1.35050 -1.31577
C 3.45665 -1.54271 -1.71916
C 2.93834 -2.84962 -1.13518
P 2.40820 -0.09436 -1.25214
C 2.84693 0.11025 0.53397
N 1.77217 0.68377 1.29624
Ge 0.02777 0.05844 1.07327
N -0.10277 -1.76205 1.54939
C -0.21216 -2.80191 0.55346
P -0.96031 -2.14460 -0.98917
C -0.67863 -3.35634 -2.36948
C -0.26223 -4.74448 -1.86482
C 0.21626 -2.87241 -3.51076
C -2.76840 -2.34413 -0.67109
C -3.23712 -3.80244 -0.60938
C -3.20915 -1.62353 0.59845
C 0.56959 -2.09302 2.72591
C 1.06427 -3.36060 3.03029
C 1.76456 -3.56937 4.21311
C 1.99832 -2.53170 5.09962
C 1.50016 -1.26764 4.80944
C 0.77788 -1.06542 3.65204
N 0.19411 0.20825 3.29335
C 1.09079 1.33277 3.46032
C 1.10484 2.15900 4.56457
C 2.07640 3.14862 4.65876
C 3.01517 3.28409 3.64847
C 2.97732 2.47274 2.52064
C 1.99629 1.49457 2.40606
C -1.15338 0.42804 3.74498
C -1.60872 0.11020 5.00593
C -2.91760 0.41975 5.35853
C -3.73348 1.04989 4.43613
C -3.28096 1.34351 3.15281
C -1.98020 1.00950 2.78146
N -1.43554 1.18392 1.50545
C -2.32601 1.77195 0.53301
P -1.66865 1.66283 -1.16358
C -0.75651 3.24090 -1.44545
C 0.27828 3.46769 -0.34451
C -1.64035 4.47851 -1.60579
C -3.09014 1.73441 -2.32884
C -4.25269 2.58074 -1.79584
C -3.61439 0.36653 -2.74959
C 3.28338 1.27682 -2.18752
C 2.44843 1.92226 -3.28539
C 3.91236 2.33468 -1.28081
H 5.51586 -2.16848 -1.72748
H 5.03339 -1.38657 -0.23078
H 5.36365 -0.42013 -1.67129
H 3.38483 -1.58324 -2.81186
H 3.00574 -2.85475 -0.04447
H 3.53833 -3.68383 -1.50285
H 1.90697 -3.02955 -1.41843
H 3.74720 0.71690 0.60958
H 3.11401 -0.88825 0.90754
H -0.86198 -3.60910 0.91050
H 0.75385 -3.25695 0.31498
H -1.68931 -3.44094 -2.78073
H 0.77753 -4.76387 -1.53988
H -0.35378 -5.45524 -2.68727
H -0.88059 -5.10695 -1.04504
H 1.18769 -2.51781 -3.17145
H -0.24707 -2.06564 -4.07205
H 0.38693 -3.70673 -4.19324
H -3.23448 -1.88085 -1.54115
H -2.78886 -4.33825 0.22895
H -3.05317 -4.36487 -1.52248
H -4.31553 -3.80107 -0.44247
H -2.84370 -2.14024 1.48776
H -4.29923 -1.60264 0.64735
H -2.84284 -0.60432 0.65020
H 0.90717 -4.19102 2.35568
H 2.13832 -4.56069 4.43360
H 2.55661 -2.70065 6.00945
H 1.67715 -0.43545 5.47970
H 0.37007 2.02801 5.34920
H 2.10433 3.79832 5.52219
H 3.78043 4.04544 3.72400
H 3.69942 2.62391 1.72798
H -0.94546 -0.37727 5.70937
H -3.28520 0.18314 6.34703
H -4.74646 1.31665 4.70742
H -3.95266 1.83351 2.46252
H -2.51482 2.82749 0.76564
H -3.30815 1.28280 0.52179
H -0.25264 3.06605 -2.40156
H -0.20250 3.65073 0.61988
H 0.87998 4.34544 -0.58695
H 0.94818 2.61701 -0.21815
H -2.22962 4.67910 -0.70833
H -2.30911 4.41110 -2.46194
H -0.99329 5.34243 -1.76517
H -2.65279 2.21955 -3.20801
H -4.78760 2.04407 -1.01014
H -4.96180 2.75359 -2.60620
H -3.95436 3.55059 -1.40312
H -4.14272 -0.10487 -1.91930
H -2.82191 -0.28768 -3.10839
H -4.33336 0.49680 -3.55967
H 4.09262 0.73956 -2.68751
H 1.58924 2.45460 -2.88109
H 2.08545 1.19936 -4.01011
H 3.06884 2.64569 -3.81647
H 3.18038 2.79567 -0.61688
H 4.33062 3.12621 -1.90421
H 4.72675 1.93738 -0.67502
B -0.71194 1.26495 -5.96223
C -0.45397 0.69736 -4.52622
N -0.30065 0.29345 -3.45289
H -1.91549 1.35480 -6.07360
H -0.23250 0.47638 -6.74327
H -0.15749 2.34284 -5.99046


16
Properties=species:S:1:pos:R:3 method="wB97M-V/def2-TZVPD" spin_multiplicity=1 e_above_lowest_kcal_mol=104.8 energy_ev=-17959.4968 lumo_energy_ev=-0.051 orbital_gap_ha=0.3571 total_charge=0
C -0.65715 0.76740 1.29347
C 0.87997 -0.07526 -1.75322
C 0.26865 -0.34550 0.81807
C 1.32583 0.13217 -0.28347
N 1.32721 1.70260 -0.12507
O 0.74734 2.28612 -1.03436
O 1.95268 2.06502 0.82591
I 3.34462 -0.41387 0.03528
H -1.64379 0.31358 1.59200
H -0.20063 1.23831 2.24767
H -0.84148 1.64118 0.55682
H -0.23177 0.05108 -1.84272
H 1.37986 0.51435 -2.43908
H 1.17010 -1.03763 -1.97670
H 0.73627 -0.66029 1.84188
H -0.24340 -1.15110 0.46055


81
Properties=species:S:1:pos:R:3 method="wB97M-V/def2-TZVPD" spin_multiplicity=1 e_above_lowest_kcal_mol=7.2 energy_ev=-67440.4164 lumo_energy_ev=-5.605 orbital_gap_ha=0.1647 total_charge=+1
C 3.80398 -3.60780 4.04692
Si 3.09019 -3.59127 2.31059
C 4.14435 -4.65301 1.18707
C 1.35384 -4.28795 2.35828
Si 2.89138 -1.49485 1.32845
Si 1.76887 -0.12142 2.81521
C 2.46253 -0.07934 4.55496
C 1.77135 1.59511 2.07136
C 0.00989 -0.76219 2.86228
Si 5.07971 -0.69694 1.39690
C 5.88657 -0.63688 3.10310
C 6.19077 -1.75544 0.31613
C 5.13113 1.05017 0.71436
O 2.07481 -1.45577 -0.27139
C 0.82332 -1.87039 -0.58964
C 0.34774 -1.68510 -1.84743
H 3.78006 -4.64976 4.39977
H 4.84473 -3.27003 4.08118
H 3.21782 -3.00561 4.74885
H 4.00440 -5.69743 1.49937
H 3.82270 -4.56178 0.14196
H 5.20966 -4.40418 1.24998
H 1.44348 -5.33231 2.68931
H 0.70243 -3.74833 3.05600
H 0.89315 -4.27725 1.36234
H 1.80324 0.56898 5.15077
H 2.47368 -1.06747 5.02606
H 3.47194 0.34151 4.59822
H 1.01834 2.18416 2.61359
H 2.74479 2.08937 2.16825
H 1.49217 1.57068 1.00982
H -0.57037 -0.03771 3.45111
H -0.42804 -0.82326 1.85729
H -0.06222 -1.74707 3.33934
H 6.90156 -0.23224 2.96610
H 5.35832 0.02384 3.79890
H 5.98463 -1.62714 3.56084
H 7.14774 -1.22202 0.21365
H 6.38638 -2.74606 0.74315
H 5.75963 -1.87713 -0.68562
H 6.19074 1.31203 0.57490
H 4.63528 1.10172 -0.26329
H 4.67394 1.78598 1.38633
H 0.21203 -2.30559 0.21844
H -0.62615 -2.10443 -2.08689
H 0.97585 -1.22740 -2.61025
C -3.59539 7.38869 -1.08874
C -4.73639 6.73668 -1.56642
C -5.10794 5.49500 -1.05157
C -4.32418 4.93152 -0.04287
O -4.61725 3.63585 0.41282
C -4.30646 2.57102 -0.43275
C -3.06332 1.94210 -0.26225
C -2.68115 0.95752 -1.15161
C -3.55854 0.50476 -2.18397
C -3.06935 -0.49589 -3.06410
C -3.68270 -0.98975 -4.24500
C -3.16529 -2.19839 -4.80206
C -3.74951 -2.77668 -5.91758
C -4.87573 -2.19039 -6.51670
C -5.36370 -0.97167 -6.02578
C -4.75172 -0.34459 -4.94566
C -4.86719 1.07254 -2.22019
C -5.20458 2.14801 -1.41758
C -3.21314 5.59306 0.49511
C -2.83146 6.81126 -0.06795
H -3.30967 8.36168 -1.49740
H -5.34430 7.19284 -2.34387
H -5.97900 4.95538 -1.41875
H -2.40756 2.26217 0.54858
H -1.69002 0.50562 -1.07334
H -2.10553 -0.92312 -2.80104
H -2.30755 -2.66548 -4.30894
H -3.33638 -3.70375 -6.31763
H -5.35282 -2.67500 -7.36412
H -6.23019 -0.50483 -6.49689
H -5.08163 0.65568 -4.65856
H -5.62571 0.66102 -2.87935
H -6.16375 2.64967 -1.52421
H -2.65506 5.13205 1.31119
H -1.93817 7.31443 0.30259


Number 1: molecular weight 601.018 g mol⁻¹. Number 2: molecular weight 433.331 g mol⁻¹. Number 3: molecular weight 100.138 g mol⁻¹. Number 4: molecular weight 139.820 g mol⁻¹. Number 5: molecular weight 132.550 g mol⁻¹. Number 6: molecular weight 985.401 g mol⁻¹. Number 7: molecular weight 229.017 g mol⁻¹. Number 8: molecular weight 550.032 g mol⁻¹.